2
Properties=species:S:1:pos:R:3:forces:R:3 method="wB97M-V/def2-TZVPD" charge=0 orbital_gap_ev="7.848 / 9.097" multiplicity=7 relative_energy_ev=0.025 lumo_ev="0.011 / -0.954"
Br 10.1660 0.0780 13.7104 0.08 0.09 -0.66
Mn 10.4484 0.4077 11.2736 -0.08 -0.09 0.66